2 unconnected molecules or ions with the total composition H6NO at a distorted geometry. Source: the Open Molecules 2025 dataset; level of theory: the ωB97M-V functional and the def2-TZVPD basis.

```
8
Properties=species:S:1:pos:R:3:forces:R:3:mulliken_charge:R:1
H -0.59581 1.43456 -0.58332 -0.1 -0.4 0.5 0.396
H 0.24291 0.11048 0.06248 -2.3 1.0 -0.5 0.140
H 1.05137 -1.90679 -0.46261 -0.1 0.7 -0.1 0.378
N -0.61932 0.68405 0.13336 -1.8 2.5 1.1 -0.520
O 0.82682 -0.94992 -0.50980 2.3 -2.3 0.2 -0.596
H 1.21867 -0.56268 0.30552 1.7 -1.7 -0.5 0.411
H -0.67531 1.10924 1.07862 -0.3 0.0 -0.7 0.414
H -1.44936 0.08103 -0.02424 0.7 0.4 0.1 0.376
```
Forces are in eV/Å.

Values from the calculation:
HOMO energy: -17.9165 eV
Charge: +1
Energy relative to the best compared isomer or geometry (same formula, charge and spin): 36.88 kcal per mole
LUMO level: -4.28 eV
Spin multiplicity: 1